1.
18
Properties=species:S:1:pos:R:3:forces:R:3:mulliken_charge:R:1 method="wB97M-V/def2-TZVPD" fmax_ev_per_a=1.45 e_tot_ha=-479.0535 e_homo_ev=-11.57 charge=+1 e_above_lowest_kcal_mol=0.0 gap_ev=7.704
O 1.6606 -0.3587 2.4734 1.1 -0.6 0.0 -0.6011
C 0.6087 0.4512 2.0101 0.2 -0.1 -0.2 0.0165
C -0.7627 -0.0945 2.2080 -0.4 0.1 0.0 -0.7816
Cs 2.5228 -1.4754 6.2179 -0.1 0.1 -0.2 0.9935
H -1.5567 0.5942 2.4954 0.2 -0.2 -0.1 0.2664
H 0.7822 1.5217 2.1304 0.0 -0.3 0.0 0.3378
H -0.8380 -1.0979 2.6349 0.1 0.3 -0.1 0.2417
C -0.1800 -0.0066 0.8094 -0.6 0.0 0.0 0.0318
C 0.2753 -1.2292 0.1030 1.3 0.3 -0.6 -0.3675
C 0.7787 -1.1804 -1.1437 -0.1 -0.1 0.7 -0.7140
H -0.5490 0.7962 0.1687 0.1 -0.2 0.2 0.3859
H 0.4542 -2.1204 0.7127 -0.2 0.2 -0.2 0.3362
H 2.2703 -0.6856 1.7641 -1.1 0.8 0.5 0.3463
H 1.3930 -1.9975 -1.5259 -0.6 0.1 -0.1 0.2572
H 0.6649 -0.2966 -1.7761 0.1 -0.2 0.2 0.2510
O -2.4350 2.2308 -5.2825 0.0 -0.1 0.0 -0.3783
C -2.5096 2.3874 -6.4284 0.0 0.2 -0.1 0.7313
O -2.5798 2.5613 -7.5715 0.0 -0.1 0.1 -0.3532


2.
20
Properties=species:S:1:pos:R:3:forces:R:3:mulliken_charge:R:1 method="wB97M-V/def2-TZVPD" fmax_ev_per_a=3.69 e_tot_ha=-758.7414 e_homo_ev=-4.47 charge=-1 smiles=CC(C)[C@@]1([O-])O[C@@]1(O)C(F)(F)F gap_ev=8.331
C -1.6341 0.5414 -0.2664 -0.4 2.1 1.8 0.3222
C 1.7895 -0.6724 -1.2375 -1.7 1.0 2.3 -2.0451
C 1.6531 0.1532 1.1831 -0.9 -1.9 0.8 -1.2751
C 0.8661 -0.2681 -0.0497 -1.2 1.0 -1.1 0.9458
C -0.2039 0.8781 -0.3058 2.7 -2.1 0.5 0.7398
C -2.1722 -0.6615 0.3951 -2.4 -2.7 -0.6 0.6218
O -2.3057 1.7402 -0.0193 0.6 -0.2 -0.1 -0.7687
O -1.0154 0.4397 -1.4636 0.1 -0.1 -2.6 -0.6096
O 0.1228 2.1133 -0.0805 -0.5 0.0 -0.7 -0.9498
F -1.8903 -1.8318 -0.2795 0.9 0.6 0.0 -0.2811
F -3.5381 -0.8051 0.4806 -0.4 1.3 -0.4 -0.3366
F -1.8139 -0.8506 1.6476 1.2 0.3 1.1 -0.2772
H 2.2004 0.1564 -1.6873 2.0 1.9 -0.5 0.4245
H 2.3851 -1.4257 -0.8231 1.8 -0.7 0.4 0.5186
H 1.3210 -1.1133 -2.0344 -2.0 -1.3 -1.8 0.4569
H 1.3152 -0.4383 2.0513 -0.5 0.3 0.0 0.2256
H 1.4086 1.2030 1.3932 1.2 -0.2 -0.2 0.3260
H 2.6339 -0.3121 1.0980 0.8 1.3 -0.1 0.3531
H 0.2705 -1.1664 0.0319 -0.1 -0.3 0.8 0.2287
H -1.3925 2.3200 -0.0337 -1.3 -0.2 0.4 0.3800


3.
17
Properties=species:S:1:pos:R:3:forces:R:3:mulliken_charge:R:1 method="wB97M-V/def2-TZVPD" fmax_ev_per_a=3.55 e_tot_ha=-442.3340 e_homo_ev="-13.77 / -13.01" charge=+1 e_above_lowest_kcal_mol=119.5 gap_ev="9.294 / 6.940"
C 2.0531 1.2174 -0.3217 -1.3 -0.7 0.1 -0.0855
C 2.4701 -0.0710 -0.4221 1.3 -1.3 0.0 -0.6420
C 0.7449 1.5179 0.0085 -1.2 2.1 -1.0 -0.5850
C 1.5049 -1.0505 -0.2237 3.4 -0.5 0.7 0.2008
C -0.1499 0.4960 0.2287 -1.0 0.2 -0.2 0.3464
C -3.1235 0.6295 0.3117 -0.4 -1.9 1.2 -0.3340
N 0.2572 -0.7723 0.0936 -0.7 -0.5 0.2 0.4560
N -0.6491 -1.8072 0.1696 0.0 -1.6 -0.2 -0.7593
F -3.4820 0.0497 -0.8003 0.2 0.3 0.4 -0.1412
H 2.6809 1.9645 -0.6028 1.8 2.2 -0.4 0.4611
H 3.5887 -0.3265 -0.6033 -2.4 0.3 0.2 0.2953
H 0.4290 2.6232 -0.1791 0.3 -2.2 1.0 0.2585
H 1.9401 -2.0284 -0.0383 -1.0 -0.4 -0.5 0.3032
H -2.7426 1.5860 0.3134 0.7 2.0 -0.7 0.4055
H -3.6137 0.2863 1.2543 0.6 -0.2 -1.0 0.3772
H -0.3795 -2.8259 0.3068 0.1 2.4 -0.1 0.2687
H -1.5287 -1.4889 0.5048 -0.5 0.0 0.4 0.1742


4.
17
Properties=species:S:1:pos:R:3:forces:R:3:mulliken_charge:R:1 method="wB97M-V/def2-TZVPD" fmax_ev_per_a=3.29 e_tot_ha=-463.0466 e_homo_ev=-7.36 e_above_lowest_kcal_mol=127.4 gap_ev=7.228
C -2.3889 0.6698 -0.0065 -0.5 1.1 -0.1 0.4899
C -1.8479 -0.4593 0.5238 2.7 -0.1 1.0 -0.1492
C 0.3329 0.2131 0.2572 -3.0 -1.4 -0.2 0.2557
C -1.9097 -1.8126 -0.0407 0.2 0.0 -0.5 -0.9447
C 1.7531 2.1315 0.0222 0.9 0.4 -0.2 -0.6695
C 1.3068 -0.8585 0.0120 0.5 0.1 0.0 -0.2218
N -2.8991 1.6952 -0.2141 0.0 0.1 -0.4 -0.5579
O 0.5032 1.4543 0.2620 -0.1 0.0 0.1 -0.2260
F 2.6326 -0.4946 -0.1942 0.4 0.2 0.0 -0.2985
H -1.2999 -2.5121 0.5305 -0.1 -0.1 0.0 0.2526
H -1.6682 -1.8942 -1.1058 -0.1 -0.2 -0.1 0.2982
H -2.9554 -2.1080 0.0861 0.0 -0.1 0.0 0.3662
H 1.5004 3.1869 -0.0624 -0.1 -0.2 0.0 0.2450
H 2.2157 1.7782 -0.9007 -0.2 0.0 0.2 0.3136
H 2.4372 1.9717 0.8573 -0.2 0.0 -0.1 0.3139
H 1.2968 -1.5538 0.8594 -0.3 0.1 0.0 0.2913
H 0.9904 -1.4077 -0.8860 -0.2 0.1 0.2 0.2411


5.
23
Properties=species:S:1:pos:R:3:forces:R:3:mulliken_charge:R:1 method="wB97M-V/def2-TZVPD" fmax_ev_per_a=1.15 e_tot_ha=-946.8752 e_homo_ev=-15.39 charge=+2 gap_ev=1.917
N 3.9324 0.2690 -0.2123 -0.6 -0.2 -0.3 -0.4981
C 3.1774 -0.6131 0.6116 0.2 -0.1 0.2 0.2404
O 3.5432 -0.9574 1.6936 -0.1 0.2 0.1 -0.3813
C 1.8141 -1.1178 0.0978 0.1 -0.2 0.0 -0.6245
C 0.7724 -0.0068 0.2161 0.0 -0.2 0.1 -0.8292
C -0.5150 -0.3400 -0.5143 -0.3 1.0 0.1 0.1207
O -1.1105 -1.5706 -0.0642 0.2 -0.3 -0.2 -0.2917
C -2.1621 -1.4345 0.6946 0.7 0.4 -0.7 0.6214
O -2.8535 -2.1635 1.2643 -0.6 -0.3 0.4 -0.3238
O -2.4499 0.0498 0.7206 -0.8 0.0 0.2 -0.5424
C -1.5984 0.6900 -0.1539 0.8 0.8 -0.2 0.0385
O -2.3616 1.1507 -1.3551 0.2 -0.6 0.3 -0.2261
N -2.7817 2.4177 -1.2108 -0.5 -0.2 0.0 0.3522
O -3.8346 2.4988 -0.6382 0.3 0.9 -0.4 -0.3071
H 3.6013 1.2253 -0.1164 0.5 0.1 0.2 0.2921
H 3.8409 0.0180 -1.1934 0.0 0.1 0.0 0.3058
H 1.5480 -1.9609 0.7330 -0.1 0.0 -0.1 0.3508
H 1.9144 -1.4607 -0.9354 0.0 0.0 0.0 0.3845
H 0.5496 0.1914 1.2702 0.1 0.0 0.0 0.3134
H 1.1590 0.9177 -0.2228 -0.1 0.0 -0.1 0.4954
H -0.3671 -0.2997 -1.5936 -0.1 -0.7 0.0 0.4821
H -1.1644 1.5921 0.2771 -0.1 0.0 0.2 0.6588
Hg -4.6539 0.9044 0.6316 0.3 -0.8 0.3 1.3680


6.
21
Properties=species:S:1:pos:R:3:forces:R:3:mulliken_spin:R:1 method="wB97M-V/def2-TZVPD" fmax_ev_per_a=6.88 s2=2.012 e_tot_ha=-838.1077 e_homo_ev="-8.59 / -8.65" e_above_lowest_kcal_mol=36.6 gap_ev="8.752 / 5.456" multiplicity=3
O 1.8151 -1.9086 0.6555 -0.3 -0.7 0.7 -0.0050
C 1.7803 -3.2391 0.7542 0.7 1.4 -1.2 -0.0707
O 1.7315 -3.9873 -0.2391 -0.2 -0.1 1.0 0.4458
O 1.9158 -3.7412 1.8957 -0.3 -0.5 -0.2 0.6249
C 1.6755 -1.3080 -0.6462 -0.2 -0.1 -0.6 0.0010
H 2.5989 -1.4850 -1.2204 -0.2 0.0 0.2 0.0012
H 0.8488 -1.7993 -1.1794 0.2 0.1 0.1 0.0028
C 1.4150 0.1558 -0.4629 -2.5 1.7 0.3 0.0248
H 1.9006 0.5722 0.4270 0.1 -0.2 -0.3 0.0000
H 1.6986 0.7216 -1.3575 0.1 -0.2 0.2 0.0003
O -2.5435 0.8005 -0.1519 -2.4 1.4 -0.4 0.0388
C -2.6464 1.8339 0.6100 2.3 -1.9 0.8 0.0555
C -0.4964 0.6374 -0.2551 6.8 -0.3 -1.0 -0.0136
O -3.5817 1.9887 1.4040 -0.7 1.5 0.4 0.0286
O -1.5231 2.5436 0.7745 -0.8 0.8 0.0 0.0089
C -0.4494 2.1559 -0.0951 -0.1 -0.9 -0.1 0.0020
H -0.7221 0.3677 -1.2962 -0.6 -0.8 1.2 0.0005
H -0.5414 0.1368 0.7222 -0.9 -0.3 -1.0 0.0013
H -0.5870 2.6618 -1.0586 0.2 -0.1 0.2 -0.0002
H 0.4740 2.4904 0.3908 -0.4 0.0 -0.1 -0.0003
Hg -4.7630 0.4021 0.3286 -0.9 -0.8 -0.2 0.8537